4 unconnected molecules or ions with the total composition C48H92N6O5S2 in a non-equilibrium geometry. Source: OMol25; level of theory: ωB97M-V/def2-TZVPD.

Structure (XYZ):
```
153
Properties=species:S:1:pos:R:3
C 3.0138 -1.5700 7.9292
C 2.3365 -0.8114 6.6158
S 3.5597 0.1991 5.6200
C 2.8539 1.9236 5.2213
C 1.8911 1.8853 3.8531
C 0.5112 1.0968 4.3377
C -0.8065 1.4324 3.4244
C -2.0708 2.0810 4.2579
C -2.4624 1.2868 5.6374
C -2.5693 2.4623 6.8224
C -3.7831 3.5310 6.4940
C -5.2932 2.8780 6.5807
S -5.9931 2.3791 4.8833
C -6.2198 0.4926 5.0432
N -5.4455 -0.5277 4.1843
N -5.8883 -1.7715 4.6578
C -6.9143 -1.5369 5.7857
O -7.1347 -0.0903 6.0415
C 1.6528 3.4539 3.4415
C 1.7627 3.7451 1.8323
C 3.1881 4.5208 1.4809
C 0.5738 4.8741 1.4981
N 1.4637 2.5657 0.9389
O 1.4475 2.8818 -0.3677
C 2.3699 1.3842 1.1708
C 3.7655 1.3874 0.3048
C 1.5183 0.0456 0.6397
C 2.7617 1.0760 2.7268
H 2.4135 -2.5521 8.1468
H 4.1477 -1.8660 7.7576
H 2.8786 -0.8616 8.8551
H 1.8421 -1.6738 5.9572
H 1.4473 -0.1041 6.9579
H 2.2400 2.2743 6.1701
H 3.7749 2.6065 4.9727
H 0.3144 1.4846 5.4495
H 0.6808 -0.0711 4.4480
H -1.2038 0.3946 2.9881
H -0.6157 2.1288 2.5040
H -1.7640 3.2064 4.4952
H -2.9719 2.1683 3.4872
H -1.6656 0.4651 5.9673
H -3.4941 0.7321 5.5931
H -1.5437 3.0530 6.7535
H -2.6283 1.9776 7.8878
H -3.7180 4.3897 7.3196
H -3.6501 4.0686 5.4368
H -6.0778 3.6252 7.0416
H -5.2388 1.9576 7.3174
H -7.3915 -2.4756 6.3324
H 0.5859 3.8251 3.8273
H 2.4768 4.1012 3.9925
H 3.9868 4.3842 2.3272
H 2.9551 5.6878 1.3962
H 3.6005 4.2159 0.4028
H 0.8182 5.7912 2.2198
H -0.4725 4.4645 1.8631
H 0.5853 5.2294 0.3808
H 3.6203 1.5166 -0.8491
H 4.5242 2.1746 0.7796
H 4.2829 0.3279 0.4913
H 0.6945 -0.1835 1.4429
H 2.2290 -0.8834 0.4557
H 0.9818 0.2667 -0.3889
H 3.9018 1.2884 2.9033
H 2.6174 -0.0953 2.8970
C -0.7560 1.8827 -3.5981
C 0.2034 2.9999 -4.1096
C -0.0541 4.3491 -3.3714
C -1.2392 5.1538 -3.8853
C -1.1742 5.3059 -5.4012
C -1.0693 3.9352 -6.1181
N 0.0728 3.1021 -5.6011
O 1.2630 3.6621 -6.0986
C -2.4231 3.1933 -5.9519
C -0.9762 4.1776 -7.6579
C 1.6165 2.5142 -3.6295
H -1.4371 1.5074 -4.3641
H -0.2076 0.9858 -3.2809
H -1.3595 2.2144 -2.7482
H 0.8361 4.9868 -3.4605
H -0.1864 4.1714 -2.2964
H -2.1792 4.6855 -3.5766
H -1.2298 6.1480 -3.4219
H -2.0628 5.8491 -5.7436
H -0.3148 5.9387 -5.6586
H -2.3892 2.1994 -6.4175
H -3.2370 3.7463 -6.4367
H -2.7326 3.0706 -4.9119
H -0.1297 4.8190 -7.9361
H -1.8752 4.6811 -8.0319
H -0.8821 3.2286 -8.2013
H 1.9181 1.5924 -4.1427
H 1.6078 2.3049 -2.5520
H 2.3981 3.2649 -3.7902
C 0.4123 -7.6636 5.3545
C 0.5286 -6.1090 5.3709
C -0.5928 -5.4483 4.5121
C -0.3382 -5.4356 3.0116
C 1.0511 -4.8880 2.7026
C 2.1616 -5.6635 3.4569
N 1.9138 -5.7246 4.9404
O 2.1885 -4.4499 5.4672
C 2.2615 -7.0880 2.8473
C 3.5446 -5.0250 3.1132
C 0.2015 -5.7351 6.8596
H 1.2693 -8.1609 4.8967
H 0.3845 -8.0826 6.3691
H -0.4882 -8.0044 4.8354
H -0.7249 -4.4046 4.8291
H -1.5544 -5.9414 4.7037
H -0.4670 -6.4398 2.5957
H -1.0915 -4.8062 2.5222
H 1.2201 -4.9346 1.6204
H 1.0807 -3.8231 2.9679
H 3.0161 -7.6901 3.3706
H 2.5613 -7.0447 1.7931
H 1.3188 -7.6391 2.8602
H 3.5915 -3.9561 3.3596
H 3.7564 -5.0995 2.0403
H 4.3577 -5.5366 3.6440
H 0.9738 -6.1076 7.5444
H -0.7548 -6.1772 7.1681
H 0.1035 -4.6546 7.0120
C 0.0131 -0.9952 -10.6230
C -1.0723 -1.0827 -9.5075
C -1.0373 0.1732 -8.5837
C 0.0428 0.1599 -7.5116
C 0.0186 -1.1520 -6.7346
C 0.1368 -2.3828 -7.6700
N -0.8969 -2.3745 -8.7642
O -2.1328 -2.7046 -8.1800
C 1.5735 -2.4122 -8.2578
C 0.0731 -3.6812 -6.8048
C -2.4214 -0.9885 -10.3039
H 0.7708 -1.7783 -10.5576
H -0.4162 -1.1367 -11.6238
H 0.5289 -0.0305 -10.6220
H -2.0040 0.2734 -8.0713
H -0.9251 1.0826 -9.1879
H 1.0259 0.3336 -7.9603
H -0.1253 0.9932 -6.8184
H 0.8351 -1.1483 -6.0030
H -0.9100 -1.2028 -6.1513
H 1.6987 -3.2517 -8.9546
H 2.3206 -2.5403 -7.4649
H 1.8547 -1.4943 -8.7782
H -0.8432 -3.7461 -6.2035
H 0.9068 -3.7218 -6.0943
H 0.1355 -4.5780 -7.4347
H -2.5693 -1.8667 -10.9451
H -2.4272 -0.1019 -10.9512
H -3.2937 -0.8952 -9.6476
```

Kohn-Sham gap (spin up / spin down)	7.96 / 7.92	eV
expectation value of S²	6.019
2S+1	5
highest occupied orbital energy (spin up / spin down)	-8.39 / -8.39	eV
largest force on an atom	7.695	eV/A
net charge	0